(1)
Formula: C20H32BrO9PS3
Source: OMol25
Level of theory: ωB97M-V with the def2-TZVPD basis set

Cartesian coordinates (Å):
C 3.51704 -1.40819 -5.03621
C 2.26066 -1.78037 -5.84371
C 1.00613 -1.37206 -5.13829
C 0.26289 -2.12722 -4.31875
P 0.51687 -3.87117 -3.76062
O 2.13591 -4.08441 -4.00462
Br -0.15266 -4.86711 -5.63852
C -1.00321 -1.58265 -3.74323
O -1.84230 -2.34235 -3.29858
C -1.20042 -0.11444 -3.73761
C -0.46833 0.65459 -4.53002
C 0.54786 0.04680 -5.42398
O 1.00833 0.66206 -6.35788
H 4.33770 -2.08383 -5.27385
H 3.33480 -1.46916 -3.96077
H 3.82630 -0.38476 -5.24976
H 2.28595 -1.24138 -6.79061
H 2.24390 -2.84461 -6.06253
H 2.63816 -3.83324 -3.22026
H -1.96776 0.28688 -3.08672
H -0.58164 1.72843 -4.57246
C 0.50626 2.23852 1.62292
C 0.90730 0.90603 0.97290
C -0.07928 0.63074 -0.16723
S -0.62625 2.24397 -0.73193
O -2.04224 2.37687 -0.46435
O -0.14314 2.50718 -2.06719
C 0.28340 3.20764 0.46613
H 1.27286 2.57947 2.31090
H -0.41944 2.11589 2.19017
H 1.92601 0.98665 0.58876
H 0.89147 0.08631 1.69117
H 0.36325 0.11504 -1.01750
H -0.96534 0.09593 0.17056
H -0.30475 4.08763 0.71624
H 1.22139 3.50177 -0.00471
C -6.44602 -0.83951 0.71552
C -5.89603 0.41431 0.02118
C -4.61120 0.82290 0.75170
S -3.93675 -0.69166 1.44159
O -3.96850 -0.61264 2.88183
O -2.70079 -1.04727 0.78426
C -5.25361 -1.77355 0.89153
H -7.23624 -1.31353 0.13503
H -6.85745 -0.57817 1.69289
H -5.66673 0.18110 -1.02040
H -6.61832 1.22911 0.02366
H -3.86630 1.26895 0.09710
H -4.80701 1.48369 1.59421
H -5.39015 -2.54988 1.64057
H -4.93488 -2.21286 -0.05380
C 3.87451 0.91362 6.64434
C 3.57894 -0.45632 6.01767
C 2.70791 -0.21433 4.77983
S 3.13779 1.43127 4.18826
O 1.99240 2.28701 4.36278
O 3.80353 1.34847 2.91315
C 4.30337 1.81530 5.49206
H 4.65028 0.85161 7.40587
H 2.97445 1.31546 7.11378
H 4.51605 -0.93199 5.72267
H 3.07809 -1.12268 6.71796
H 2.89243 -0.92050 3.97395
H 1.64619 -0.19097 5.01824
H 4.23850 2.88052 5.69977
H 5.29782 1.56111 5.12493

As for the structure (SMILES): CCC1=C(P(O)Br)C(=O)C=CC1=O.O=S1(=O)CCCC1.O=S1(=O)CCCC1.O=S1(=O)CCCC1. For the HOMO energy, the calculation gives -8.89 eV. The value obtained for the LUMO energy is -1.1430 eV.

***

(2)
Formula: C20H46AsN3RuSSi3
Source: OMol25
Level of theory: ωB97M-V with the def2-TZVPD basis set

Cartesian coordinates (Å):
Ru -0.13432 0.02684 1.38460
C -0.61494 4.54799 2.84805
C 0.31964 3.32212 2.78617
C 1.13352 3.21322 4.07044
C -0.53948 2.11703 2.49643
C -1.26350 2.02685 1.28730
C -2.18096 0.97879 1.05623
C -2.40166 -0.03739 2.01383
C -3.44930 -1.10261 1.84560
C -1.63367 0.02774 3.20898
C -0.71596 1.05779 3.43641
H -0.01762 5.43709 3.04271
H -1.33576 4.44456 3.66017
H -1.15993 4.71059 1.91862
H 0.99640 3.46070 1.93536
H 0.48449 3.19958 4.94828
H 1.77332 4.08886 4.16249
H 1.77977 2.33396 4.09484
H -1.13562 2.79236 0.53516
H -2.73051 0.96254 0.12380
H -3.16170 -1.85115 1.10696
H -4.38503 -0.65261 1.51420
H -3.64264 -1.60690 2.79051
H -1.76326 -0.74123 3.96172
H -0.13648 1.05810 4.34896
N 0.51188 -1.97277 1.77428
N 1.70512 -2.06052 2.54128
C 2.55775 -1.01813 2.54392
N 3.74771 -1.14825 3.08120
S 2.07248 0.49678 1.86402
H -0.22720 -2.44804 2.28872
H 0.65626 -2.47540 0.89748
H 1.98931 -2.98898 2.83066
H 4.08935 -2.01780 3.46994
H 4.36705 -0.35072 3.13434
C -1.91453 -3.36632 -1.45169
Si -2.00239 -1.62790 -2.12189
C -1.71335 -1.50654 -3.94965
C -3.61037 -0.77628 -1.72623
As -0.05757 -0.53011 -1.09161
Si 0.34001 1.62641 -2.17624
C 1.59675 2.52647 -1.13010
C -1.30660 2.50979 -2.25632
C 1.01773 1.25981 -3.86429
Si 1.84653 -1.95324 -1.70796
C 3.37477 -0.93879 -1.38352
C 1.84790 -3.57928 -0.73558
C 1.70242 -2.37164 -3.51194
H -2.77250 -3.93763 -1.81624
H -1.93843 -3.41813 -0.36041
H -1.01864 -3.87944 -1.80694
H -2.54781 -2.01213 -4.44584
H -0.79772 -1.97769 -4.29591
H -1.72914 -0.46895 -4.28883
H -4.38887 -1.40754 -2.16912
H -3.68775 0.19017 -2.22635
H -3.87179 -0.66432 -0.67805
H 1.36206 2.53690 -0.06436
H 1.64022 3.56737 -1.46366
H 2.59558 2.10397 -1.25333
H -1.41264 3.28027 -1.49076
H -2.16905 1.84565 -2.20344
H -1.36717 3.02846 -3.21665
H 1.96362 0.71778 -3.83479
H 1.22077 2.22575 -4.33855
H 0.31956 0.72675 -4.50967
H 3.36915 -0.37419 -0.45309
H 3.53029 -0.23499 -2.20367
H 4.24415 -1.60269 -1.37281
H 0.93267 -3.90848 -0.24144
H 2.67794 -3.62320 -0.02533
H 2.04042 -4.36893 -1.46698
H 1.41687 -1.54147 -4.15504
H 1.01704 -3.20315 -3.68226
H 2.69537 -2.70351 -3.83308

Its multiplicity is 2. For the HOMO energy (spin up / spin down), the calculation gives -17.61 / -17.70 eV. The value obtained for the energy above the lowest of the compared OMol25 structures with the same formula, charge and spin is 0.00 kcal per mole. As for the charge: +3. The value obtained for the LUMO energy (spin up / spin down) is -9.6565 / -11.3791 eV.